Entry 1:
Entry from OMol25: a structure of composition C42H58F5N5O7PS4SbSeSiTeTi in a non-equilibrium geometry (the ωB97M-V functional and the def2-TZVPD basis).

Properties
* frontier orbital gap: 4.05 eV
* charge: -2
* relative energy (zero: lowest compared OMol25 entry of this formula, charge and spin): 144.51 kcal per mole

```
127
C42H58F5N5O7PS4SbSeSiTeTi (the ωB97M-V functional and the def2-TZVPD basis)
Ti -0.9072 -0.3068 -0.2158
Se 5.8345 -2.3411 -3.9778
N 5.4732 -1.7142 -2.3405
C 4.1702 -1.4655 -2.2744
C 3.5258 -0.9173 -1.1238
C 4.2188 -0.5480 0.0302
C 3.5229 0.0112 1.0769
C 2.1463 0.2139 0.9494
N 1.4636 -0.1204 -0.1247
C 2.1209 -0.7004 -1.1524
C 1.3700 -1.0329 -2.3251
N 0.0346 -0.8794 -2.2930
C -0.6507 -0.9097 -3.4127
C -0.0564 -1.1712 -4.6524
C 1.2747 -1.5110 -4.6899
C 2.0266 -1.4497 -3.5129
C 3.4269 -1.7248 -3.4683
N 4.1222 -2.2028 -4.4938
H 5.2879 -0.7023 0.0627
H 4.0267 0.2946 1.9873
H 1.5872 0.6684 1.7553
H -1.7065 -0.6785 -3.3576
H -0.6545 -1.1249 -5.5465
H 1.7764 -1.7794 -5.6082
S -6.2822 -2.2392 1.3702
Sb -5.2188 -0.3586 0.6063
S -3.7021 -0.9880 -1.4693
S -3.1040 -0.2830 1.7112
C 2.5075 1.9394 4.6431
C 1.6295 3.1315 4.2344
C 2.5079 4.3273 3.8683
C 0.6792 3.4970 5.3837
O 0.8425 2.7082 3.1471
Si 0.4019 3.3062 1.6942
S -1.1018 1.8878 1.3107
O 1.8001 3.2733 0.8549
C 2.2867 3.8412 -0.3434
C 1.4663 3.3565 -1.5360
C 2.2474 5.3707 -0.2699
C 3.7413 3.3603 -0.4777
O -0.0904 4.8556 1.7302
C -1.3267 5.5356 1.9143
C -1.9023 5.8837 0.5409
C -0.9916 6.8205 2.6889
C -2.3385 4.7049 2.6960
H 3.1057 2.1846 5.5193
H 3.1642 1.6767 3.8180
H 1.8754 1.0823 4.8633
H 3.1070 4.6379 4.7244
H 1.8805 5.1512 3.5407
H 3.1604 4.0566 3.0433
H 1.2299 3.6890 6.3034
H -0.0132 2.6753 5.5438
H 0.1034 4.3796 5.1168
H 0.4316 3.6728 -1.4304
H 1.4872 2.2698 -1.5697
H 1.8643 3.7461 -2.4712
H 1.2259 5.6960 -0.1047
H 2.6195 5.7889 -1.2032
H 2.8567 5.7293 0.5569
H 3.7663 2.2769 -0.5688
H 4.3108 3.6415 0.4066
H 4.2106 3.7984 -1.3566
H -1.2037 6.4940 -0.0304
H -2.8390 6.4240 0.6527
H -2.0995 4.9697 -0.0083
H -0.2283 7.3867 2.1589
H -0.6138 6.5737 3.6791
H -1.8867 7.4309 2.7874
H -2.7026 3.8836 2.0869
H -3.1891 5.3200 2.9778
H -1.8789 4.2927 3.5890
C -0.4831 -4.4693 -5.5881
C -0.1649 -4.7565 -4.1280
O -1.3186 -4.8170 -3.3368
P -1.9815 -3.3923 -2.6977
O -3.0033 -4.1761 -1.7381
C -2.6918 -4.3803 -0.3614
C -3.9808 -4.6679 0.3835
O -2.9997 -2.9414 -3.8828
C -4.3331 -3.3781 -4.0689
C -4.3976 -4.5064 -5.0894
H 0.4374 -4.3974 -6.1610
H -1.0230 -3.5305 -5.6531
H -1.1094 -5.2569 -5.9971
H 0.5231 -3.9881 -3.7568
H 0.3263 -5.7333 -4.0320
H -2.2083 -3.4878 0.0542
H -1.9880 -5.2190 -0.2838
H -4.7132 -3.8901 0.1820
H -3.7987 -4.6669 1.4543
H -4.3984 -5.6258 0.0839
H -4.8859 -2.5037 -4.4280
H -4.7598 -3.6925 -3.1139
H -3.9912 -4.1730 -6.0424
H -5.4289 -4.8166 -5.2317
H -3.8089 -5.3482 -4.7365
C -0.7621 -2.2058 5.1602
C -0.8479 -3.2909 4.3027
C -0.7222 -3.1179 2.9415
C -0.4858 -1.8508 2.3855
C -0.4458 -0.7576 3.2594
C -0.5826 -0.9430 4.6231
N -0.2381 -1.7801 1.0036
C 0.7879 -2.6310 0.6412
C 0.8157 -3.2921 -0.5968
C 1.8983 -4.0602 -0.9771
C 3.0020 -4.1977 -0.1526
C 2.9875 -3.5723 1.0862
C 1.9027 -2.8258 1.4859
H -0.8384 -2.3446 6.2301
H -1.0124 -4.2828 4.6984
H -0.8000 -3.9668 2.2753
H -0.3107 0.2495 2.8834
H -0.5331 -0.0815 5.2764
H -0.0411 -3.2073 -1.2517
H 1.8850 -4.5567 -1.9373
H 3.8560 -4.7796 -0.4694
H 3.8429 -3.6553 1.7446
H 1.9179 -2.3309 2.4492
F -2.7992 3.3465 -1.1437
Te -3.0230 1.4531 -0.5865
F -4.8328 1.8314 -1.5138
F -0.5836 1.1626 -1.2107
F -4.1929 2.5474 0.7534
F -2.6161 1.4273 -2.6286
O -2.2767 -1.2391 -0.7772
```


Entry 2:
Entry from OMol25: a structure of composition C42H58IrN3P2S2 in a non-equilibrium geometry (the ωB97M-V functional and the def2-TZVPD basis).

Properties
* <S²>: 0.7620
* frontier orbital gap (alpha / beta): 7.12 / 4.66 eV
* spin multiplicity: 2
* charge: +1
* relative energy (zero: lowest compared OMol25 entry of this formula, charge and spin): 22.61 kcal per mole

```
108
C42H58IrN3P2S2 (the ωB97M-V functional and the def2-TZVPD basis)
Ir 0.3335 -0.5368 -0.7935
C -1.0215 1.8892 -2.0934
N 0.0342 0.9555 -2.5389
C 1.3520 1.5963 -2.5595
C 2.3849 0.5957 -2.9923
N 2.4893 -0.5591 -2.0518
C 2.6631 -1.8215 -2.8286
C 3.6341 -0.3296 -1.1919
C 4.9278 -0.5838 -1.6311
C 6.0159 -0.3602 -0.8018
C 5.8240 0.1285 0.4871
C 4.5422 0.3997 0.9247
C 3.4439 0.1639 0.0864
S 1.8614 0.4576 0.7334
C -0.3368 0.4180 -3.8407
C -0.4056 1.2468 -4.9580
C -0.7867 0.7328 -6.1839
C -1.0988 -0.6208 -6.2897
C -1.0433 -1.4350 -5.1724
C -0.6655 -0.9120 -3.9299
S -0.6345 -1.9407 -2.5283
H -0.8260 2.1801 -1.0720
H -1.0599 2.7806 -2.7269
H -1.9834 1.3832 -2.1365
H 1.5599 1.9578 -1.5537
H 1.3836 2.4514 -3.2418
H 3.3391 1.1130 -3.0731
H 2.1325 0.2062 -3.9758
H 3.4254 -1.7073 -3.6046
H 1.7309 -2.0919 -3.2976
H 2.9613 -2.6223 -2.1632
H 5.0969 -0.9628 -2.6324
H 7.0149 -0.5623 -1.1669
H 6.6685 0.2980 1.1436
H 4.3646 0.7859 1.9230
H -0.1601 2.3016 -4.8727
H -0.8460 1.3829 -7.0488
H -1.3878 -1.0381 -7.2477
H -1.2947 -2.4889 -5.2387
C 1.0707 4.9901 -0.0710
C -0.1131 4.5374 0.8052
C -1.4404 4.8960 0.1284
P 0.1528 2.7217 1.2473
C 0.7190 2.9618 3.0113
C 0.6297 1.6683 3.8233
C 2.1353 3.5410 3.0615
C -1.5072 2.0131 1.5096
C -2.2919 2.8505 2.3298
C -3.5617 2.5574 2.7511
C -4.3856 3.5410 3.5510
C -4.0337 1.2946 2.4146
C -3.2972 0.4272 1.6401
C -2.0372 0.7508 1.0689
N -1.4580 -0.2228 0.2431
C -2.2232 -1.3799 -0.0969
C -3.4797 -1.3598 -0.6779
C -4.1402 -2.5483 -0.9654
C -3.5692 -3.7867 -0.6863
C -4.2990 -5.0781 -0.9694
C -2.2900 -3.7962 -0.1437
C -1.6342 -2.6085 0.1470
P 0.0747 -2.4009 0.6574
C 0.9039 -4.0140 0.4283
C 2.4166 -3.7890 0.2520
C 0.6317 -5.0530 1.5133
C 0.0061 -1.9223 2.4369
C -1.0348 -2.6843 3.2545
C 1.3921 -1.9552 3.1009
H 1.1364 6.0810 -0.0865
H 0.9374 4.6516 -1.1013
H 2.0257 4.6035 0.2933
H -0.0472 5.0742 1.7540
H -1.7588 4.1602 -0.6035
H -1.3257 5.8538 -0.3886
H -2.2501 5.0064 0.8474
H 0.0361 3.6961 3.4393
H 1.3616 0.9391 3.4669
H -0.3674 1.2260 3.7686
H 0.8476 1.8787 4.8734
H 2.4677 3.6139 4.0995
H 2.8389 2.8966 2.5314
H 2.1870 4.5423 2.6283
H -1.8645 3.7921 2.6628
H -3.7495 4.2324 4.1072
H -5.0433 3.0300 4.2561
H -5.0192 4.1372 2.8875
H -5.0005 0.9660 2.7851
H -3.7039 -0.5573 1.4686
H -3.9273 -0.4056 -0.9347
H -5.1225 -2.5147 -1.4254
H -5.2564 -4.8892 -1.4515
H -4.4897 -5.6251 -0.0435
H -3.7099 -5.7290 -1.6182
H -1.8139 -4.7515 0.0629
H 0.4969 -4.3619 -0.5245
H 2.8911 -3.5482 1.2068
H 2.6145 -2.9682 -0.4310
H 2.8905 -4.6897 -0.1450
H 1.1126 -4.7836 2.4528
H 1.0513 -6.0091 1.1930
H -0.4327 -5.1973 1.7030
H -0.3114 -0.8798 2.3686
H -0.7203 -3.7085 3.4655
H -2.0025 -2.7124 2.7519
H -1.1660 -2.1723 4.2113
H 1.7503 -2.9776 3.2374
H 1.3344 -1.4944 4.0904
H 2.1334 -1.4098 2.5153
```


Entry 3:
Entry from OMol25: a cluster of 14 separate species, C42H59Cl39F5N3O6P in total in a non-equilibrium geometry (the ωB97M-V functional and the def2-TZVPD basis).

Properties
* frontier orbital gap: 7.85 eV
* charge: +1

```
155
C42H59Cl39F5N3O6P (the ωB97M-V functional and the def2-TZVPD basis)
C 3.9033 3.2509 -0.1884
C 2.7284 4.2200 -0.5476
N 1.7222 3.5799 -1.4163
C 0.3233 3.6554 -1.0599
C -0.3361 3.0962 -2.3940
F -0.2327 4.0234 -3.4165
F 0.4316 2.0619 -2.8397
C -1.7612 2.5916 -2.4208
C -2.0698 1.2518 -2.2164
C -3.3545 0.7548 -2.2763
C -4.4317 1.5734 -2.5820
C -4.1437 2.9144 -2.8056
C -5.3264 3.8224 -3.1443
F -6.1959 3.0988 -3.8863
F -4.9561 4.8633 -3.8897
F -5.9857 4.2144 -2.0395
C -2.8570 3.3873 -2.7421
N -0.1214 5.0559 -0.7080
C 0.3654 6.1759 -1.5687
P -0.9068 7.3438 -2.2088
O -1.9244 6.7192 -3.0488
O -0.0805 8.3902 -3.1399
O -1.4874 8.2650 -1.0328
C -1.5683 5.1360 -0.2969
C -1.8861 4.0557 0.7547
O -1.3911 2.7626 0.5027
C -0.0149 2.7013 0.1483
C 0.7289 3.0015 1.4744
C 0.2271 2.0524 2.6363
C 1.4449 1.2750 3.2574
C 0.9091 -0.0949 3.7994
C 1.2564 -1.2978 2.8899
C 2.6021 -1.9825 3.3253
C 2.5609 -3.5049 3.0762
C 2.5526 -3.8889 1.5666
C 4.0384 -4.0237 1.1105
C 4.2344 -3.7998 -0.4026
C 4.0199 -2.2874 -0.7578
C 5.3128 -1.4458 -0.7796
O 6.0816 -1.4554 0.4188
C 5.7570 -0.3710 1.2585
O 0.1415 1.3341 -0.1783
C 1.3636 0.8819 -0.1823
N 2.4480 0.4596 -0.0416
H 4.7941 3.8798 -0.0572
H 4.0756 2.6008 -1.0554
H 3.7190 2.6710 0.7196
H 2.3829 4.6971 0.3815
H 3.2209 5.0236 -1.1255
H 1.8773 3.9072 -2.3615
H -1.2774 0.5353 -2.0022
H -3.5357 -0.3062 -2.1047
H -5.4367 1.1349 -2.6372
H -2.6930 4.4491 -2.9603
H 0.3448 5.2340 0.1913
H 1.0809 6.8032 -1.0080
H 0.9503 5.8576 -2.4399
H 0.4099 7.8567 -3.7854
H -1.6379 9.1486 -1.4143
H -2.2734 5.1796 -1.1283
H -1.6609 6.1015 0.2305
H -2.9825 3.9837 0.8061
H -1.5865 4.4422 1.7474
H 0.5534 4.0220 1.8643
H 1.8174 2.8986 1.4519
H -0.4601 1.2820 2.2789
H -0.1838 2.6465 3.4622
H 1.8720 1.7986 4.1240
H 2.2531 1.1175 2.5307
H -0.1825 -0.0714 3.9328
H 1.3492 -0.2745 4.7912
H 0.4970 -2.0950 2.9742
H 1.3128 -1.0486 1.8209
H 2.7201 -1.8534 4.4130
H 3.4060 -1.4724 2.7733
H 3.4878 -3.9236 3.5031
H 1.6634 -3.9338 3.5444
H 2.0079 -4.8317 1.4182
H 2.0081 -3.1344 0.9726
H 4.3421 -5.0527 1.3484
H 4.5928 -3.2673 1.6728
H 5.2385 -4.0632 -0.7656
H 3.4392 -4.3418 -0.9413
H 3.3798 -1.8727 0.0368
H 3.4809 -2.1558 -1.7076
H 4.9896 -0.3981 -0.9533
H 5.9355 -1.7054 -1.6474
H 6.2126 0.5823 0.9268
H 4.6655 -0.1962 1.2996
H 6.0760 -0.5965 2.2846
C -7.4687 2.3276 0.3816
Cl -5.9493 1.4299 0.4540
Cl -8.7652 1.3031 -0.2347
Cl -7.8885 2.9710 1.9722
H -7.3400 3.1602 -0.2987
C -11.2991 4.8636 2.1387
Cl -12.7841 3.9528 2.4181
Cl -11.2143 5.4111 0.4607
Cl -11.1924 6.2347 3.2449
H -10.4573 4.2074 2.3271
C 6.7541 -2.8586 -4.9247
Cl 5.0363 -2.8687 -4.5124
Cl 7.6078 -1.6135 -4.0095
Cl 7.4700 -4.4407 -4.6203
H 6.8496 -2.6326 -5.9793
C 7.3707 -4.2343 3.9658
Cl 6.4899 -5.7542 3.7946
Cl 9.1080 -4.5303 4.0778
Cl 7.0054 -3.1541 2.6196
H 7.0491 -3.7551 4.8796
C -15.9414 6.3561 2.5147
Cl -17.4336 5.4492 2.7742
Cl -15.8395 6.9215 0.8461
Cl -15.8294 7.7096 3.6427
H -15.1050 5.6924 2.6978
C -7.6791 -2.0649 -2.1024
Cl -6.1762 -1.1477 -1.9063
Cl -7.4619 -3.3683 -3.2686
Cl -8.2205 -2.6994 -0.5503
H -8.4384 -1.3912 -2.4802
C -16.1516 3.8198 -1.7987
Cl -16.7114 2.2283 -1.2786
Cl -14.8314 4.3824 -0.7711
Cl -15.6397 3.7812 -3.4861
H -16.9760 4.5166 -1.7065
C 9.6069 -6.2191 -1.7118
Cl 11.1793 -7.0181 -1.5983
Cl 8.3504 -7.3781 -2.1524
Cl 9.2050 -5.4156 -0.1935
H 9.6643 -5.4672 -2.4894
C -12.0625 4.8894 -5.7128
Cl -13.5897 4.4951 -6.5071
Cl -12.2802 5.0111 -3.9655
Cl -10.8295 3.6862 -6.1037
H -11.7272 5.8507 -6.0812
C -0.9195 -6.2851 -0.0920
Cl 0.7924 -6.7082 -0.1055
Cl -1.6399 -6.6480 1.4767
Cl -1.1409 -4.5777 -0.4984
H -1.4231 -6.8804 -0.8433
C 13.9392 -9.1882 0.1731
Cl 15.3837 -8.1760 0.1978
Cl 14.1964 -10.6145 -0.8383
Cl 13.4824 -9.6609 1.8095
H 13.1270 -8.6119 -0.2535
C 5.3303 -5.8264 8.0884
Cl 3.6368 -5.3567 8.2502
Cl 5.4654 -7.4714 7.4700
Cl 6.1914 -4.6948 7.0381
H 5.7880 -5.7923 9.0691
C 12.4492 -14.1472 -1.0418
Cl 10.7209 -13.7906 -1.0962
Cl 12.9064 -14.7766 0.5419
Cl 12.8918 -15.2849 -2.3171
H 12.9906 -13.2236 -1.2083
```